A | A cluster of 3 separate species, C3H10O3 in total, computed with ωB97M-V/def2-TZVPD.

```
16
Properties=species:S:1:pos:R:3
O -1.954 -2.628 -2.685
O 1.123 5.402 0.627
O -1.707 -0.745 0.796
C -0.408 -1.390 0.731
C 0.584 -0.342 0.349
C 1.873 -0.352 0.675
H -0.306 -1.871 1.717
H 2.598 0.235 0.096
H -2.399 -2.339 -3.474
H -2.487 -3.388 -2.441
H 1.377 5.637 -0.279
H 0.092 0.630 0.236
H -0.530 -2.211 0.012
H 2.412 -0.599 1.590
H -2.320 -1.390 1.130
H 2.050 5.352 0.919
```

The value obtained for the HOMO energy is -8.644 eV. Its structure (SMILES) is C=CCO.O.O. Its LUMO energy is 0.79 eV. For the orbital gap, the calculation gives 9.433 eV.

---

B | A structure of composition C3H10O3, computed with ωB97M-V/def2-TZVPD.

```
16
Properties=species:S:1:pos:R:3
O -1.822 0.499 0.698
O -2.295 -1.211 -0.892
O 2.019 0.365 1.703
C 0.805 -1.030 -0.007
C 0.446 0.113 -0.901
C 1.164 1.247 -0.774
H -2.371 1.288 0.936
H -0.524 0.108 -1.408
H 1.758 -0.865 0.648
H 0.854 2.130 -1.239
H 2.617 0.734 2.299
H -3.190 -1.521 -0.944
H -2.219 -0.253 -0.141
H 0.817 -1.944 -0.626
H -0.045 -1.008 0.627
H 1.986 1.348 0.022
```

The value obtained for the HOMO energy is -9.232 eV. Its LUMO energy is -5.30 eV. For the orbital gap, the calculation gives 3.934 eV.

---

C | A cluster of 3 separate species, C3H10O3 in total, computed with ωB97M-V/def2-TZVPD.

```
16
Properties=species:S:1:pos:R:3
O -1.130 1.532 -1.588
O -0.468 -1.380 1.928
O -1.228 -2.249 -1.614
C 1.787 1.054 0.359
C -0.132 -0.060 1.661
C 1.252 0.010 0.961
H 1.547 2.067 0.725
H -1.017 -1.250 -1.626
H -0.190 1.557 -1.431
H -1.183 2.119 -2.386
H -0.128 -1.858 1.193
H -0.218 0.391 2.684
H 2.400 1.039 -0.581
H 1.719 -0.980 0.817
H -2.085 -2.243 -1.998
H -0.927 0.251 0.897
```

The value obtained for the HOMO energy is -9.719 eV. Its structure (SMILES) is C=CCO.O.O. Its LUMO energy is 0.43 eV. For the orbital gap, the calculation gives 10.152 eV.

---

D | A cluster of 3 separate species, C3H10O3 in total, computed with ωB97M-V/def2-TZVPD.

```
16
Properties=species:S:1:pos:R:3
O 0.039 -2.218 0.687
O -0.076 -0.794 -1.603
O -2.533 0.041 -0.373
C 0.489 1.212 -0.265
C 0.737 -0.090 -0.996
C 1.211 1.031 1.051
H 1.001 1.973 -0.851
H 1.767 -0.579 -1.059
H -0.618 -1.528 0.859
H -1.869 -0.443 -0.884
H 1.059 0.039 1.576
H -0.558 1.339 -0.113
H 2.295 1.203 0.849
H -0.403 -2.809 0.086
H -3.354 -0.056 -0.871
H 0.814 1.680 1.907
```

The value obtained for the HOMO energy is -9.956 eV. Its structure (SMILES) is CCC=O.O.O. Its LUMO energy is 0.85 eV. For the orbital gap, the calculation gives 10.804 eV.

---

Which of them is least stable? Easy: B.

---

A | A structure of composition C2H2FNO2, computed with ωB97M-V/def2-TZVPD.

```
8
Properties=species:S:1:pos:R:3
F -0.705 1.801 -0.379
O -0.945 -1.602 -0.654
O -2.071 -0.189 0.585
N -1.164 -0.519 -0.135
C 1.462 0.132 0.367
C -0.295 0.521 -0.486
H 2.274 0.823 0.586
H 1.443 -0.968 0.116
```

The value obtained for the HOMO energy (spin up / spin down) is -10.420 / -10.213 eV. Its LUMO energy (spin up / spin down) is -1.67 / -1.14 eV. For the orbital gap (spin up / spin down), the calculation gives 8.753 / 9.069 eV.

---

B | A cluster of 3 separate species, C2H2FNO2 in total, computed with ωB97M-V/def2-TZVPD.

```
8
Properties=species:S:1:pos:R:3
F -0.031 -1.924 -3.066
O -0.674 -0.505 -0.848
O -0.194 2.484 4.230
N 0.394 -0.285 1.273
C 0.320 1.681 3.610
C -0.143 -0.305 0.174
H -0.305 -1.364 -2.400
H 0.772 0.474 1.873
```

The value obtained for the HOMO energy is -11.591 eV. Its LUMO energy is 0.37 eV. For the orbital gap, the calculation gives 11.964 eV.

---

Which of them is least stable? Easy: A.

---

A | A cluster of 2 separate species, C6H8N2O4 in total, computed with ωB97M-V/def2-TZVPD.

```
20
Properties=species:S:1:pos:R:3
O -0.417 -1.534 1.887
O 3.763 0.488 -0.317
O -2.332 2.137 0.150
O 1.933 -0.738 -0.778
N -1.349 0.281 0.930
N -1.103 -1.664 -0.355
C -1.389 -0.987 -1.542
C -1.819 0.370 -1.432
C 2.504 0.241 -0.237
C 1.790 1.195 0.566
C -1.854 1.075 -0.071
C -0.987 -1.017 0.908
H 4.320 -0.409 -0.384
H -2.321 1.090 -2.224
H 1.906 2.269 0.340
H 2.410 1.285 1.536
H 0.693 0.955 0.927
H -1.037 0.601 1.904
H -0.319 -2.522 -0.472
H -1.549 -1.667 -2.340
```

The value obtained for the HOMO energy is -9.193 eV. Its structure (SMILES) is O=c1cc[nH]c(=O)[nH]1.CC(=O)O. Its LUMO energy is 0.38 eV. For the orbital gap, the calculation gives 9.574 eV.

---

B | A cluster of 2 separate species, C6H8N2O4 in total, computed with ωB97M-V/def2-TZVPD.

```
20
Properties=species:S:1:pos:R:3
O 2.690 -0.772 -0.301
O -3.190 2.904 -1.964
O 1.104 -1.195 1.300
O 0.802 1.016 -1.217
N -0.992 0.268 0.099
N -1.198 1.961 -1.444
C 2.293 -1.372 0.903
C 3.176 -2.185 1.663
C -2.545 2.166 -1.270
C -2.401 0.233 0.307
C -0.344 1.052 -0.884
C -3.232 1.169 -0.349
H -4.322 0.993 -0.404
H 3.911 -1.721 2.205
H 1.884 -0.332 -0.689
H -2.958 -0.863 0.701
H 2.645 -2.807 2.255
H 3.884 -2.610 0.872
H -0.940 2.484 -2.213
H -0.269 -0.388 0.430
```

The value obtained for the HOMO energy is -9.341 eV. Its structure (SMILES) is O=c1cc[nH]c(=O)[nH]1.CC(=O)O. Its LUMO energy is 0.53 eV. For the orbital gap, the calculation gives 9.870 eV.

---

C | The molecule C6H8N2O4, computed with ωB97M-V/def2-TZVPD.

```
20
Properties=species:S:1:pos:R:3
O -1.184 2.445 -0.085
O 0.380 0.004 -1.001
O -1.069 -2.312 -0.218
O 2.530 0.088 -0.867
N -0.919 0.041 -0.427
N 1.407 0.293 1.066
C -1.696 -1.099 -0.199
C 3.667 -0.209 -0.140
C 1.449 0.225 -0.167
C -2.918 0.757 0.175
C -2.946 -0.652 0.199
C -1.659 1.160 -0.140
H -1.740 -2.986 0.264
H 4.500 -0.465 -0.809
H -3.771 -1.254 0.223
H -0.518 2.478 -0.817
H 3.557 -0.937 0.692
H 0.551 0.528 1.463
H -3.830 1.266 0.495
H 4.207 0.629 0.292
```

The value obtained for the HOMO energy is -7.652 eV. Its structure (SMILES) is [H]/N=C(/OC)On1c(O)ccc1O. Its LUMO energy is 0.52 eV. For the orbital gap, the calculation gives 8.175 eV.

---

Which of them is least stable? Easy: C.

---

A | A structure of composition C2H7NO2S, computed with ωB97M-V/def2-TZVPD.

```
13
Properties=species:S:1:pos:R:3
S -0.423 -0.377 -1.005
O 0.730 -1.038 -1.399
O -0.355 0.183 0.566
N -0.244 1.158 -1.685
C -0.819 2.185 -1.385
C 0.899 0.130 1.194
H -1.687 2.274 -0.775
H -0.423 3.136 -1.765
H 1.676 -0.005 0.269
H -0.560 -3.856 1.541
H -0.698 -3.998 0.790
H 0.935 -0.770 1.889
H 0.968 0.977 1.764
```

The value obtained for the HOMO energy is -9.279 eV. Its LUMO energy is 0.55 eV. For the orbital gap, the calculation gives 9.833 eV.

---

B | The molecule C2H7NO2S, computed with ωB97M-V/def2-TZVPD.

```
13
Properties=species:S:1:pos:R:3
S 1.668 -0.081 0.576
O 0.070 -1.937 -0.538
O 2.549 -1.065 -0.116
N 1.986 1.393 -0.406
C -0.101 -1.087 0.490
C -1.228 -0.073 0.225
H -1.003 0.536 -0.563
H -1.520 0.468 1.014
H -0.289 -1.585 1.564
H 1.014 -2.238 -0.792
H -2.094 -0.520 -0.016
H 1.435 2.136 -0.021
H 1.772 1.282 -1.399
```

The value obtained for the HOMO energy is -8.866 eV. Its LUMO energy is 0.58 eV. For the orbital gap, the calculation gives 9.441 eV.

---

Which of them is least stable? Easy: A.